[1]
{"formula": "C6H7NO3S", "method": "the ωB97M-V functional and the def2-TZVPD basis", "elements": ["C", "C", "O", "C", "C", "C", "C", "S", "N", "O", "O", "H", "H", "H", "H", "H", "H", "H"], "xyz": [[-1.19, 0.27, 1.76], [-1.02, 0.16, 0.02], [-1.51, 1.25, -0.64], [0.41, -0.09, -0.24], [1.18, 0.74, -1.00], [2.49, 0.35, -0.97], [2.67, -0.79, -0.30], [1.35, -1.35, 0.54], [-1.94, -1.03, -0.39], [-1.49, -2.17, -0.32], [-3.01, -0.64, -0.77], [-2.09, 0.35, 2.22], [-0.50, -0.52, 2.15], [-0.64, 1.19, 1.93], [-2.41, 1.12, -0.68], [0.81, 1.60, -1.59], [3.22, 0.68, -1.66], [3.65, -1.13, -0.07]], "total_energy_ha": -911.35176, "relative_energy_kcal_mol": 63.8, "e_lumo_ev": 0.099, "smiles": "C[C@@](O)(c1cccs1)[N+](=O)[O-]", "gap_ev": 9.20, "max_force_ev_per_a": 5.5}



[2]
{"formula": "C23H23ClN4O2PbS7", "method": "the ωB97M-V functional and the def2-TZVPD basis", "elements": ["Pb", "C", "C", "S", "C", "C", "S", "C", "C", "S", "H", "H", "H", "H", "H", "H", "H", "H", "H", "H", "H", "H", "S", "S", "S", "S", "O", "N", "O", "C", "C", "C", "C", "C", "C", "N", "C", "C", "N", "C", "C", "C", "C", "H", "H", "H", "H", "H", "H", "H", "Cl", "C", "C", "C", "C", "N", "C", "H", "H", "H", "H"], "xyz": [[0.90, 0.91, -0.76], [-2.91, -3.82, -0.95], [-3.05, -2.73, 0.12], [-1.68, -1.58, 0.34], [-0.36, -2.66, 0.95], [0.38, -3.54, -0.07], [0.94, -2.61, -1.51], [0.44, -3.60, -2.94], [-0.92, -4.30, -2.91], [-2.37, -3.26, -2.59], [-3.89, -4.29, -1.07], [-2.23, -4.60, -0.61], [-3.27, -3.22, 1.07], [-3.90, -2.09, -0.11], [-0.77, -3.30, 1.74], [0.35, -1.99, 1.42], [-0.25, -4.37, -0.39], [1.25, -3.97, 0.43], [1.20, -4.36, -3.16], [0.46, -2.88, -3.76], [-0.93, -5.12, -2.20], [-1.07, -4.75, -3.89], [3.41, -0.04, -0.98], [4.49, 1.68, -0.59], [3.67, 3.02, -1.88], [1.81, 3.37, -1.02], [0.83, 1.43, 7.07], [0.43, 2.47, 6.57], [0.14, 3.47, 7.17], [0.27, 2.49, 5.09], [-0.62, 3.39, 4.62], [-0.90, 3.45, 3.22], [-1.82, 4.38, 2.69], [-2.06, 4.39, 1.35], [-1.38, 3.46, 0.55], [-0.52, 2.58, 1.02], [-0.27, 2.57, 2.34], [0.73, 1.63, 2.86], [1.37, 0.85, 1.96], [2.32, 0.05, 2.39], [2.68, -0.05, 3.73], [2.03, 0.72, 4.66], [1.01, 1.59, 4.23], [-1.12, 4.05, 5.30], [-2.32, 5.07, 3.36], [-2.74, 5.09, 0.89], [-1.53, 3.43, -0.52], [2.83, -0.52, 1.62], [3.48, -0.72, 4.03], [2.30, 0.66, 5.70], [-1.17, -1.64, -6.07], [-0.34, -0.25, -5.44], [0.22, 0.68, -6.30], [0.89, 1.76, -5.75], [0.99, 1.85, -4.37], [0.44, 0.95, -3.56], [-0.22, -0.08, -4.08], [0.13, 0.56, -7.37], [1.35, 2.51, -6.38], [1.52, 2.66, -3.88], [-0.64, -0.80, -3.38]], "total_energy_ha": -4700.11307, "relative_energy_kcal_mol": 0.0, "e_lumo_ev": -1.095, "gap_ev": 5.73, "max_force_ev_per_a": 0.4}



[3]
{"formula": "C2H12N2O2", "method": "the ωB97M-V functional and the def2-TZVPD basis", "elements": ["N", "C", "C", "N", "H", "H", "H", "H", "H", "H", "H", "H", "H", "H", "O", "H", "H", "O"], "xyz": [[-1.41, 0.49, -0.36], [-0.26, 0.18, 0.58], [-0.19, 0.88, 1.93], [-1.34, 0.56, 2.73], [-2.04, -0.19, 0.13], [-1.76, 1.42, -0.18], [-0.18, -0.91, 0.61], [0.75, 0.43, 0.19], [-0.34, 1.97, 1.71], [0.77, 0.68, 2.38], [-1.56, 1.26, 3.42], [-1.27, -0.42, 2.99], [2.47, -0.69, -1.44], [3.04, -1.81, -2.39], [3.13, -1.49, -1.46], [-0.02, -1.14, -4.31], [-0.22, -0.35, -3.06], [0.43, -0.85, -3.48]], "total_energy_ha": -343.00065, "relative_energy_kcal_mol": 39.6, "spin_multiplicity": 2, "e_lumo_ev": [-3.723, -9.471], "charge": 1, "s_squared": 0.755, "gap_ev": [9.86, 4.11], "max_force_ev_per_a": 4.3}



[4]
{"formula": "C20H24N2O5S", "method": "the ωB97M-V functional and the def2-TZVPD basis", "elements": ["C", "C", "C", "C", "C", "N", "C", "O", "C", "C", "O", "C", "O", "C", "C", "N", "S", "O", "O", "C", "C", "C", "C", "C", "C", "C", "C", "C", "H", "H", "H", "H", "H", "H", "H", "H", "H", "H", "H", "H", "H", "H", "H", "H", "H", "H", "H", "H", "H", "H", "H", "H"], "xyz": [[3.67, -4.54, -3.98], [2.58, -3.95, -3.13], [2.77, -2.74, -2.47], [1.79, -2.20, -1.67], [0.58, -2.87, -1.49], [-0.38, -2.27, -0.67], [-1.58, -2.76, -0.30], [-2.03, -3.84, -0.61], [-2.38, -1.79, 0.60], [-3.73, -2.41, 0.94], [-2.52, -0.56, -0.15], [-3.19, 0.45, 0.40], [-3.73, 0.44, 1.48], [-3.23, 1.64, -0.55], [-2.08, 2.60, -0.25], [-0.78, 2.03, -0.51], [0.01, 1.27, 0.76], [-0.90, 0.89, 1.80], [0.81, 0.24, 0.15], [1.06, 2.58, 1.34], [0.74, 3.24, 2.51], [1.54, 4.28, 2.93], [2.66, 4.67, 2.19], [3.54, 5.78, 2.67], [2.96, 3.98, 1.02], [2.16, 2.94, 0.59], [0.38, -4.09, -2.14], [1.38, -4.61, -2.95], [4.19, -3.76, -4.54], [3.26, -5.26, -4.69], [4.40, -5.05, -3.36], [3.71, -2.21, -2.60], [1.95, -1.26, -1.16], [-0.08, -1.37, -0.29], [-1.82, -1.56, 1.51], [-4.27, -1.79, 1.65], [-3.55, -3.39, 1.38], [-4.32, -2.54, 0.04], [-4.18, 2.16, -0.40], [-3.16, 1.28, -1.58], [-2.19, 3.50, -0.87], [-2.10, 2.88, 0.80], [-0.73, 1.48, -1.35], [-0.12, 2.92, 3.07], [1.31, 4.81, 3.85], [4.30, 5.38, 3.35], [4.05, 6.25, 1.84], [2.97, 6.52, 3.21], [3.83, 4.27, 0.44], [2.38, 2.39, -0.32], [-0.55, -4.62, -2.01], [1.20, -5.56, -3.44]], "total_energy_ha": -1660.46181, "relative_energy_kcal_mol": 14.2, "e_lumo_ev": 0.429, "smiles": "Cc1ccc(NC(=O)[C@H](C)OC(=O)CCNS(=O)(=O)c2ccc(C)cc2)cc1", "gap_ev": 8.37, "max_force_ev_per_a": 1.0}



[5]
{"formula": "C19H42CuN4O6P2", "method": "the ωB97M-V functional and the def2-TZVPD basis", "elements": ["Cu", "C", "C", "C", "O", "P", "O", "C", "P", "O", "O", "C", "C", "C", "O", "C", "C", "C", "O", "C", "C", "C", "H", "H", "H", "H", "H", "H", "H", "H", "H", "H", "H", "H", "H", "H", "H", "H", "H", "H", "H", "H", "H", "H", "H", "H", "H", "H", "H", "H", "H", "H", "C", "N", "C", "N", "C", "N", "C", "N", "C", "C", "H", "H", "H", "H", "H", "H", "H", "H", "H", "H", "H", "H"], "xyz": [[0.19, 0.22, -0.02], [-4.61, 3.02, 1.40], [-4.87, 1.67, 0.78], [-5.99, 1.69, -0.23], [-3.65, 1.26, 0.06], [-2.75, 0.05, 0.49], [-1.66, -0.06, -0.52], [-2.27, 0.33, 2.21], [-0.92, -0.72, 2.80], [0.08, -1.02, 1.74], [-1.71, -1.94, 3.37], [-1.16, -3.30, 3.57], [-1.17, -4.04, 2.25], [0.20, -3.28, 4.24], [-0.20, 0.06, 3.96], [-0.70, 0.66, 5.20], [-0.91, 2.14, 4.97], [-1.92, -0.02, 5.78], [-3.65, -1.22, 0.65], [-4.29, -1.84, -0.53], [-5.65, -2.33, -0.07], [-3.40, -2.95, -1.04], [-5.50, 3.36, 1.93], [-4.36, 3.75, 0.63], [-3.78, 2.98, 2.12], [-5.08, 0.93, 1.55], [-5.75, 2.37, -1.04], [-6.91, 2.03, 0.25], [-6.17, 0.69, -0.64], [-3.16, 0.14, 2.82], [-1.96, 1.37, 2.32], [-1.89, -3.74, 4.24], [-0.45, -3.62, 1.56], [-2.17, -4.00, 1.80], [-0.92, -5.09, 2.43], [0.95, -2.80, 3.60], [0.52, -4.31, 4.42], [0.17, -2.77, 5.20], [0.14, 0.53, 5.88], [-1.80, 2.33, 4.37], [-0.04, 2.58, 4.47], [-1.04, 2.65, 5.93], [-2.79, 0.10, 5.12], [-2.16, 0.45, 6.74], [-1.76, -1.08, 5.95], [-4.41, -1.07, -1.30], [-5.53, -3.10, 0.69], [-6.19, -2.75, -0.92], [-6.24, -1.51, 0.35], [-3.34, -3.76, -0.30], [-2.39, -2.58, -1.24], [-3.81, -3.36, -1.96], [2.58, 1.76, -0.90], [4.00, 2.03, -0.73], [4.22, 2.53, 0.63], [3.80, 1.55, 1.64], [2.39, 1.27, 1.46], [2.10, 0.74, 0.08], [2.93, -0.50, -0.10], [4.34, -0.23, 0.08], [4.75, 0.78, -0.90], [4.56, 0.31, 1.42], [2.40, 1.37, -1.91], [2.01, 2.67, -0.77], [3.66, 3.46, 0.77], [5.29, 2.74, 0.76], [1.82, 2.19, 1.59], [2.06, 0.53, 2.18], [2.75, -0.88, -1.10], [2.59, -1.23, 0.63], [4.59, 0.40, -1.91], [5.81, 0.99, -0.78], [5.62, 0.51, 1.56], [4.24, -0.43, 2.16]], "total_energy_ha": -3742.86115, "e_lumo_ev": -1.856, "charge": 1, "gap_ev": 9.20, "max_force_ev_per_a": 0.5}